No. 1
{"formula": "C6H15N", "method": "the ωB97M-V functional and the def2-TZVPD basis", "symbols": ["C", "C", "C", "C", "H", "H", "H", "H", "H", "H", "H", "H", "C", "N", "C", "H", "H", "H", "H", "H", "H", "H"], "xyz": [[1.48065, -0.84889, -1.21772], [1.30462, -0.11904, -0.06505], [1.60989, 1.35516, -0.02676], [1.45118, -0.79794, 1.27131], [1.70476, -0.34732, -2.14896], [1.66344, -1.91251, -1.15831], [0.91607, 1.86957, 0.64039], [1.54148, 1.79956, -1.01733], [2.61836, 1.51617, 0.35498], [2.44921, -0.61775, 1.67078], [0.72430, -0.39607, 1.97847], [1.30874, -1.87380, 1.19077], [-1.87488, 1.07623, -0.76904], [-1.16708, -0.01993, -0.12701], [-2.05426, -0.88565, 0.63407], [-1.17540, 1.68521, -1.33927], [-2.36615, 1.69756, -0.01847], [-2.63435, 0.70787, -1.47162], [-0.63189, -0.55290, -0.88135], [-2.82489, -1.32951, -0.01074], [-2.56193, -0.31782, 1.41652], [-1.48186, -1.68818, 1.09431]], "relative_energy_kj_mol": 190.70, "total_charge": 0, "smiles": "C=C(C)C.CNC"}

No. 2
{"formula": "C6H15N", "method": "the ωB97M-V functional and the def2-TZVPD basis", "symbols": ["C", "C", "C", "N", "C", "C", "C", "H", "H", "H", "H", "H", "H", "H", "H", "H", "H", "H", "H", "H", "H", "H"], "xyz": [[1.02207, 1.46790, 1.49049], [2.26694, 1.85478, 0.66864], [-0.17091, 1.26637, 0.75162], [-0.31355, 0.61375, -0.44452], [0.91640, -1.36687, -1.35312], [-0.05839, -0.82473, -0.29366], [-1.44073, -1.53022, -0.45075], [-1.00136, 1.97316, 0.73419], [0.99075, 2.12918, 2.37055], [2.07143, 1.59415, -0.40360], [3.17996, 1.34245, 0.96568], [2.46845, 2.92798, 0.64130], [-3.93576, -0.45987, -0.29659], [-4.58102, -0.69106, -0.01060], [0.05156, 0.50206, 1.72858], [1.07278, -2.46235, -1.28392], [1.87939, -0.86959, -1.44128], [0.47948, -1.06836, -2.29521], [0.37152, -1.17956, 0.66533], [-2.15717, -1.24088, 0.29829], [-1.35008, -2.63572, -0.57174], [-1.76175, -1.34256, -1.46970]], "relative_energy_kj_mol": 656.80, "total_charge": 0}

No. 3
{"formula": "C6H15N", "method": "the ωB97M-V functional and the def2-TZVPD basis", "symbols": ["C", "C", "C", "N", "C", "C", "C", "H", "H", "H", "H", "H", "H", "H", "H", "H", "H", "H", "H", "H", "H", "H"], "xyz": [[0.96780, -1.43722, 0.36559], [0.64679, -2.49092, 1.41229], [0.83418, -0.07946, 0.83752], [-0.53408, 0.45725, 0.47336], [-1.72623, 0.58565, -1.61390], [-0.40943, 0.83509, -0.91840], [0.04719, 2.26849, -1.02768], [1.49815, 0.69729, 0.53144], [1.80009, -1.66891, -0.29704], [0.48595, -3.51066, 1.01635], [1.37572, -2.56535, 2.11755], [-0.27316, -2.21014, 1.89639], [0.95686, -0.11632, 2.78780], [0.86292, -0.06030, 1.91966], [-1.00053, -0.45022, 0.36688], [-2.02272, -0.44577, -1.46277], [-2.52353, 1.29074, -1.23851], [-1.66790, 0.78752, -2.60729], [0.31586, 0.13050, -1.36364], [0.07727, 2.53701, -2.12247], [-0.68544, 2.99341, -0.52435], [0.97422, 2.45231, -0.54880]], "relative_energy_kj_mol": 549.65, "total_charge": 1, "multiplicity": 2}

No. 4
{"formula": "C6H15N2", "method": "the ωB97M-V functional and the def2-TZVPD basis", "symbols": ["C", "C", "C", "N", "C", "C", "C", "N", "H", "H", "H", "H", "H", "H", "H", "H", "H", "H", "H", "H", "H", "H", "H"], "xyz": [[-1.83734, -0.16546, 1.59641], [-1.02976, 0.27065, 0.38903], [-0.43550, 1.41664, -0.00283], [-0.58729, 2.57078, 0.64180], [-0.84463, -0.89158, -0.51176], [0.30817, -1.05423, -1.45645], [1.69564, -1.46321, -0.93876], [2.18934, -0.55706, 0.19244], [-2.64597, 0.59483, 1.79549], [-1.17893, -0.21052, 2.28712], [-2.36643, -1.13104, 1.63251], [-0.08459, 1.51311, -1.12743], [-0.10549, 3.50340, 0.24813], [-1.13662, 2.79034, 1.44474], [-1.67059, -1.05314, -1.08110], [-0.83441, -1.89918, 0.05569], [0.54616, -0.02854, -2.00628], [0.12283, -1.78067, -2.32287], [1.80787, -2.47203, -0.43443], [2.27066, -1.42068, -2.12098], [1.76070, -0.88343, 1.08619], [1.92403, 0.37368, 0.07187], [3.23701, -0.66909, 0.17790]], "relative_energy_kj_mol": 407.17, "total_charge": 1, "smiles": "C/C(=C\\N)CCC[NH3+]"}

No. 5
{"formula": "C6H15N2", "method": "the ωB97M-V functional and the def2-TZVPD basis", "symbols": ["C", "N", "N", "C", "C", "C", "C", "C", "H", "H", "H", "H", "H", "H", "H", "H", "H", "H", "H", "H", "H", "H", "H"], "xyz": [[-2.41388, -1.39028, 0.55047], [-1.19991, -1.13557, 0.17488], [-0.61680, -0.17574, -0.41292], [-1.39236, 1.04288, -0.88125], [-1.29802, 2.25170, 0.10347], [0.80736, -0.31056, -0.66542], [1.71920, -0.25983, 0.54820], [3.11426, -0.75155, 0.25472], [-2.62872, -2.24053, 1.18474], [-3.37369, -0.99714, 0.05497], [-0.54423, -1.89978, 0.47206], [-1.05518, 1.35409, -1.82459], [-2.49437, 0.69737, -0.87719], [-0.36093, 2.59962, 0.02470], [-2.06437, 2.86853, -0.30496], [-1.57685, 1.99098, 1.18235], [1.14480, 0.26415, -1.45533], [0.95972, -1.31265, -0.96121], [1.70860, 0.75393, 0.78312], [1.33936, -0.84028, 1.29398], [3.03148, -1.57770, -0.40111], [3.72625, 0.06779, -0.06386], [3.46827, -0.99944, 1.22015]], "relative_energy_kj_mol": 405.97, "total_charge": 1, "smiles": "C=[NH+]N(CC)CCC"}

No. 6
{"formula": "C6H15N2", "method": "the ωB97M-V functional and the def2-TZVPD basis", "symbols": ["C", "N", "C", "N", "C", "C", "C", "C", "H", "H", "H", "H", "H", "H", "H", "H", "H", "H", "H", "H", "H", "H", "H"], "xyz": [[-0.60052, 1.90041, -1.38815], [-0.93440, 0.70263, -0.64701], [-1.20519, 0.75420, 0.84837], [-0.47977, -0.56845, 0.97330], [0.34530, -0.91276, 2.13237], [0.10595, -0.32908, -0.40933], [-0.13988, -1.48687, -1.34913], [1.56532, 0.10131, -0.37215], [0.47505, 2.10982, -1.40527], [-0.91202, 1.78027, -2.43029], [-1.01727, 2.72987, -0.95171], [-0.56674, 1.49983, 1.30204], [-2.22674, 0.71602, 1.22504], [-1.14831, -1.36157, 0.89690], [1.15672, -0.22428, 2.30392], [-0.21376, -0.89141, 3.05783], [0.72290, -1.96424, 2.12866], [-0.63788, -1.10108, -2.31400], [-0.98698, -2.06749, -0.80169], [0.72781, -2.08231, -1.63012], [1.99884, 0.21472, -1.31171], [2.22216, -0.57880, 0.11471], [1.74943, 1.05926, 0.02741]], "relative_energy_kj_mol": 246.25, "total_charge": 1, "smiles": "CN1C[N@H+](C)C1(C)C"}

No. 7
{"formula": "C6H15N2", "method": "the ωB97M-V functional and the def2-TZVPD basis", "symbols": ["N", "C", "C", "N", "C", "C", "C", "C", "H", "H", "H", "H", "H", "H", "H", "H", "H", "H", "H", "H", "H", "H", "H"], "xyz": [[0.78450, -0.24392, -2.67588], [1.29910, 0.90564, -1.60296], [0.07642, 0.90990, -0.72190], [0.02861, -0.42516, -0.05788], [0.76522, -0.49928, 1.20149], [-0.12302, 0.13633, 2.28614], [-1.57126, -0.18130, 1.79054], [-1.37035, -0.63887, 0.30404], [0.58961, -1.09586, -2.12403], [-0.10219, -0.02639, -3.11710], [1.52100, -0.52480, -3.33719], [1.46047, 1.72646, -2.31308], [2.19255, 0.48819, -1.13705], [0.02276, 1.67648, 0.05129], [-0.89188, 1.14186, -1.24881], [1.71923, 0.00573, 1.22475], [0.92903, -1.55242, 1.37811], [0.03919, -0.26556, 3.28431], [-0.01601, 1.24984, 2.37438], [-2.23840, 0.65886, 1.74554], [-2.06767, -0.84969, 2.47114], [-2.21859, -0.13660, -0.24053], [-1.64595, -1.71719, 0.31560]], "relative_energy_kj_mol": 187.79, "total_charge": 1, "smiles": "[NH3+]CCN1CCCC1"}

No. 8
{"formula": "C6H15N2", "method": "the ωB97M-V functional and the def2-TZVPD basis", "symbols": ["C", "C", "C", "C", "H", "H", "H", "H", "H", "H", "H", "H", "C", "C", "N", "N", "H", "H", "H", "H", "H", "H", "H"], "xyz": [[1.05905, -1.57136, 0.23810], [2.38049, -0.96195, -0.05187], [2.25747, 0.23316, -0.94658], [2.44619, 1.51821, -0.56593], [0.29746, -1.60590, -0.60635], [1.13681, -2.56697, 0.64397], [0.46285, -0.95876, 0.96243], [2.98678, -1.77289, -0.58882], [2.91767, -0.73174, 0.86613], [2.13947, 0.12441, -2.02709], [2.38817, 2.26079, -1.33439], [2.63899, 1.77793, 0.44443], [-2.13547, 0.92631, 0.24131], [-2.44422, -0.38113, 0.40502], [-3.76299, -0.76823, 0.57891], [-0.75463, 1.35162, 0.19124], [-2.83547, 1.68088, 0.05678], [-1.71919, -1.19398, 0.47017], [-4.04436, -1.62398, 0.16922], [-4.40568, 0.00094, 0.39835], [-0.38648, 1.83143, 1.01217], [-0.47699, 1.90680, -0.59381], [-0.14591, 0.52442, 0.03659]], "relative_energy_kj_mol": 242.26, "total_charge": 1}

No. 9
{"formula": "C6H15N2", "method": "the ωB97M-V functional and the def2-TZVPD basis", "symbols": ["C", "C", "C", "C", "C", "C", "N", "N", "H", "H", "H", "H", "H", "H", "H", "H", "H", "H", "H", "H", "H", "H", "H"], "xyz": [[1.66154, 1.46792, 0.97783], [-1.13421, 1.47307, -0.46980], [-1.86914, -0.21719, 1.19878], [0.77729, -1.99230, 0.23125], [-1.05765, 0.02044, -0.10949], [0.44172, -0.49847, 0.06297], [1.06739, 0.38046, 0.78720], [1.08720, -0.30187, -1.72560], [1.63765, 1.73611, 1.95245], [2.23562, 1.89769, 0.17151], [-2.06430, 1.88709, 0.04141], [-1.22891, 1.58285, -1.48445], [-0.26384, 1.99532, -0.09006], [-1.64521, 0.42003, 2.03043], [-2.82868, 0.13744, 0.99123], [-1.83064, -1.31543, 1.40743], [1.85433, -2.32626, 0.38871], [0.54149, -2.64582, -0.67188], [0.37643, -2.39481, 1.14042], [-1.42498, -0.74209, -0.71909], [0.65012, 0.56948, -2.07267], [0.92274, -1.03342, -2.36876], [2.09406, -0.10026, -1.66984]], "relative_energy_kj_mol": 311.44, "total_charge": 1}

No. 10
{"formula": "C6H15N2S", "method": "the ωB97M-V functional and the def2-TZVPD basis", "symbols": ["C", "C", "C", "C", "C", "C", "N", "N", "S", "H", "H", "H", "H", "H", "H", "H", "H", "H", "H", "H", "H", "H", "H", "H"], "xyz": [[-1.94742, 0.69649, -0.78505], [-1.80252, -0.62270, -0.03130], [-0.74338, 0.99763, -1.65882], [-0.72775, -0.72805, 0.98820], [1.23968, 0.72961, -0.31937], [3.05144, -0.17578, 0.83835], [0.33546, 1.60739, -0.83782], [2.41855, 0.93308, 0.13997], [-0.81927, -2.23504, 1.85483], [-2.76820, 0.47611, -1.49141], [-2.28010, 1.60165, -0.19192], [-2.75761, -0.97522, 0.37495], [-1.58818, -1.34972, -0.83275], [-0.49169, -0.02901, -2.21041], [-1.09944, 1.76597, -2.36788], [-0.30678, 0.00761, 1.68757], [0.95222, -0.37253, -0.47133], [4.05568, 0.08779, 1.22560], [2.27410, -0.69437, 1.41131], [3.07024, -0.97116, -0.05841], [0.50940, 2.55689, -1.01861], [2.61135, 1.85101, 0.45363], [-1.19574, -2.82406, 0.77971], [-1.99004, -2.33361, 2.52097]], "relative_energy_kj_mol": 186.81, "total_charge": 1, "multiplicity": 3}